# C12H39N3O6

A cluster of 6 separate species, C12H39N3O6 in total in a non-equilibrium geometry (ωB97M-V/def2-TZVPD, the OMol25 dataset).

Geometry as XYZ:
```
60
Properties=species:S:1:pos:R:3:nbo_charge:R:1
O 4.85 -19.01 9.30 -0.541
O -3.94 -15.58 11.73 -0.588
O -3.23 -11.92 8.70 -0.548
O 2.64 -13.74 11.82 -0.966
O 1.47 -15.74 10.06 -0.984
O 1.97 -12.23 9.58 -0.998
N -1.54 -15.64 10.40 -0.853
N 4.40 -16.30 11.64 -0.846
N -0.73 -12.66 9.48 -0.847
C -2.96 -16.48 12.21 -0.076
C 4.15 -18.08 10.04 -0.077
C -4.54 -11.78 8.44 -0.234
C -0.32 -13.95 7.43 -0.622
C -5.30 -15.58 12.21 -0.239
C 6.21 -17.64 11.60 -0.618
C -2.51 -12.81 7.88 -0.070
C -1.53 -16.09 11.75 -0.076
C -1.04 -14.94 12.64 -0.633
C -1.00 -12.76 8.05 -0.075
C 5.34 -18.47 8.11 -0.255
C 5.13 -17.10 10.68 -0.089
H 5.90 -18.13 12.52 0.196
H 3.49 -13.32 11.92 0.495
H 0.77 -14.00 7.51 0.252
H 0.52 -15.63 10.16 0.484
H 1.84 -15.00 10.55 0.481
H -3.26 -17.34 11.61 0.167
H 6.13 -17.77 8.37 0.163
H -5.14 -12.52 8.97 0.157
H -0.56 -11.85 7.64 0.195
H -1.42 -11.96 9.72 0.370
H -0.82 -16.91 11.83 0.202
H -2.85 -13.81 8.16 0.152
H 4.22 -16.89 12.44 0.348
H 1.03 -12.34 9.66 0.489
H -1.85 -16.43 9.86 0.361
H -0.07 -14.52 12.35 0.222
H 3.52 -18.61 10.75 0.183
H -5.84 -16.37 11.67 0.168
H 6.73 -18.43 11.06 0.212
H -2.36 -15.07 10.55 0.381
H -0.75 -14.87 7.84 0.204
H 5.89 -19.23 7.54 0.190
H -1.81 -14.16 12.61 0.211
H -5.86 -14.68 11.94 0.201
H -1.06 -13.47 10.00 0.367
H -2.93 -16.69 13.28 0.180
H -1.12 -15.17 13.70 0.211
H 6.91 -16.87 11.92 0.220
H 2.53 -14.27 12.61 0.490
H 5.56 -16.44 9.94 0.190
H -2.73 -12.69 6.82 0.171
H 3.47 -17.61 9.34 0.182
H -4.85 -11.78 7.39 0.166
H -4.77 -10.79 8.81 0.188
H -5.36 -15.85 13.26 0.178
H 4.55 -18.04 7.49 0.172
H -0.41 -13.91 6.34 0.206
H 2.34 -12.71 10.33 0.463
H 3.58 -16.02 11.12 0.366
```

Results
highest occupied orbital energy: -8.6 eV
SMILES string: COC[C@H](C)N.COC[C@H](C)N.COC[C@H](C)N.O.O.O
energy above the lowest of the compared OMol25 structures with the same formula, charge and spin: 41.27 kcal per mole
HOMO-LUMO gap: 0.33618 Ha

# C12H39O7

A cluster of 7 separate species, C12H39O7 in total in a non-equilibrium geometry (ωB97M-V/def2-TZVPD, the OMol25 dataset).

Geometry as XYZ:
```
58
Properties=species:S:1:pos:R:3:nbo_charge:R:1
O -1.91 -1.96 -0.48 -0.728
O 1.34 2.98 0.40 -0.741
O 0.09 0.08 -0.25 -0.873
O -1.40 0.82 -2.35 -0.728
O -1.48 1.89 1.23 -0.726
O 1.58 -2.41 -0.15 -0.756
O -0.65 -1.15 2.14 -0.759
C -0.89 0.80 -3.55 -0.023
C 0.14 -0.95 3.37 -0.063
C -2.76 2.20 1.54 -0.047
C 3.69 2.79 1.29 -0.643
C 0.24 -0.27 -3.49 -0.662
C 1.55 -0.57 2.94 -0.632
C 2.25 3.25 1.41 -0.071
C 3.63 -1.24 -0.33 -0.612
C -2.27 -2.78 -1.56 -0.048
C -3.71 1.49 0.55 -0.618
C 2.94 -2.52 -0.17 -0.057
C -3.53 -2.34 -2.19 -0.620
H -0.17 -1.22 -3.13 0.209
H 1.14 -3.31 -0.36 0.486
H -1.60 0.62 -4.17 0.162
H -3.71 0.39 0.78 0.192
H -0.30 -0.33 4.13 0.173
H -3.82 -2.89 -2.99 0.223
H -0.29 1.88 -3.63 0.136
H 4.15 2.96 0.28 0.217
H -1.40 -2.84 -2.33 0.163
H 3.46 -0.80 -1.47 0.207
H 0.72 -0.46 -4.48 0.241
H -1.46 -1.45 2.47 0.466
H -3.09 1.86 2.45 0.167
H 3.40 -0.47 0.57 0.214
H 0.11 -1.93 3.73 0.170
H 1.93 -1.16 2.17 0.228
H -2.82 3.17 1.38 0.168
H 2.04 -0.47 3.96 0.231
H -0.39 0.20 -1.18 0.565
H -0.95 2.48 1.78 0.494
H -2.11 1.60 -2.44 0.502
H 1.10 0.11 -2.82 0.219
H 1.43 3.62 -0.34 0.482
H -3.30 -1.43 -2.47 0.202
H -2.62 -2.08 0.09 0.461
H 3.23 -3.09 0.84 0.137
H 0.05 -0.83 0.14 0.588
H -0.43 0.76 0.43 0.581
H 1.45 0.47 2.57 0.196
H -3.63 1.54 -0.49 0.201
H -2.36 -3.81 -1.17 0.160
H 4.58 -1.55 -0.28 0.217
H 3.89 1.74 1.36 0.200
H 3.12 -3.29 -0.87 0.174
H -4.23 -2.34 -1.38 0.193
H 1.73 3.01 2.43 0.158
H -4.68 1.74 0.72 0.221
H 4.41 3.31 2.07 0.229
H 2.59 4.16 1.30 0.174
```

Results
highest occupied orbital energy: -12.4 eV
charge: +1
energy above the lowest of the compared OMol25 structures with the same formula, charge and spin: 147.18 kcal per mole
HOMO-LUMO gap: 0.37605 Ha

# C12H40BNO4

A cluster of 6 separate species, C12H40BNO4 in total in a non-equilibrium geometry (ωB97M-V/def2-TZVPD, the OMol25 dataset).

Geometry as XYZ:
```
58
Properties=species:S:1:pos:R:3:nbo_charge:R:1
O 4.06 3.82 1.05 -0.720
O -0.03 -2.49 3.25 -0.736
O -1.87 -2.91 -4.27 -0.752
O -3.71 2.16 -1.12 -0.716
N 0.16 -0.69 -0.88 -0.854
C 0.95 -2.22 4.19 0.102
C -4.21 -3.22 -4.86 -0.629
C -4.87 1.90 1.00 -0.624
C -3.30 -4.18 -2.75 -0.631
C -3.04 -3.83 -4.17 0.089
C 5.16 4.27 1.74 0.097
C 5.98 5.17 0.84 -0.638
C 0.51 -0.97 4.94 -0.633
C 2.35 -2.07 3.52 -0.625
C 5.87 3.05 2.34 -0.628
C -4.91 2.29 -0.48 0.098
C -5.97 1.59 -1.26 -0.619
B 4.23 -0.63 -2.18 -0.853
H -5.83 1.91 -2.29 0.198
H 3.82 0.22 -1.65 -0.061
H 2.33 -1.25 2.79 0.205
H -4.42 -2.20 -4.52 0.214
H -4.45 0.92 1.20 0.201
H -0.54 -0.93 5.24 0.204
H -0.83 -2.72 3.73 0.469
H 0.05 -1.32 -1.66 0.458
H 5.19 2.38 2.87 0.215
H 6.65 4.59 0.21 0.204
H -5.24 3.33 -0.44 0.140
H 0.59 -0.20 4.17 0.203
H 3.14 -1.78 4.21 0.224
H 2.55 -3.01 3.02 0.223
H 0.98 -3.08 4.87 0.150
H 3.57 -0.85 -3.01 -0.041
H 4.28 -1.49 -1.52 -0.035
H -5.13 -3.80 -4.74 0.215
H -6.95 1.78 -0.81 0.216
H -3.59 -3.36 -2.09 0.207
H -4.19 2.53 1.57 0.217
H 6.60 3.33 3.09 0.207
H -3.97 -3.16 -5.92 0.209
H -4.17 -4.84 -2.69 0.219
H 5.22 -0.41 -2.53 0.000
H -3.83 2.61 -1.97 0.471
H -2.49 -4.77 -2.32 0.219
H 5.44 5.72 0.07 0.226
H -1.55 -2.99 -5.17 0.471
H 4.82 4.84 2.61 0.158
H 6.26 2.51 1.48 0.205
H -5.87 2.00 1.43 0.217
H 1.15 -0.74 5.79 0.215
H -0.52 0.04 -1.00 0.451
H -5.71 0.53 -1.27 0.202
H -2.74 -4.72 -4.72 0.168
H -0.02 -1.24 -0.05 0.447
H 4.36 3.15 0.42 0.468
H 1.13 -0.42 -0.80 0.487
H 6.56 5.85 1.47 0.206
```

Results
highest occupied orbital energy: -7.5 eV
energy above the lowest of the compared OMol25 structures with the same formula, charge and spin: 93.42 kcal per mole
HOMO-LUMO gap: 0.24068 Ha

Question: HOMO-LUMO gap of number 2 (C12H39O7)?
Answer: 0.37605 Ha

What did the first record say?
# C12H39N3O6

A cluster of 6 separate species, C12H39N3O6 in total in a non-equilibrium geometry (ωB97M-V/def2-TZVPD, the OMol25 dataset).

Geometry as XYZ:
```
60
Properties=species:S:1:pos:R:3:nbo_charge:R:1
O 4.85 -19.01 9.30 -0.541
O -3.94 -15.58 11.73 -0.588
O -3.23 -11.92 8.70 -0.548
O 2.64 -13.74 11.82 -0.966
O 1.47 -15.74 10.06 -0.984
O 1.97 -12.23 9.58 -0.998
N -1.54 -15.64 10.40 -0.853
N 4.40 -16.30 11.64 -0.846
N -0.73 -12.66 9.48 -0.847
C -2.96 -16.48 12.21 -0.076
C 4.15 -18.08 10.04 -0.077
C -4.54 -11.78 8.44 -0.234
C -0.32 -13.95 7.43 -0.622
C -5.30 -15.58 12.21 -0.239
C 6.21 -17.64 11.60 -0.618
C -2.51 -12.81 7.88 -0.070
C -1.53 -16.09 11.75 -0.076
C -1.04 -14.94 12.64 -0.633
C -1.00 -12.76 8.05 -0.075
C 5.34 -18.47 8.11 -0.255
C 5.13 -17.10 10.68 -0.089
H 5.90 -18.13 12.52 0.196
H 3.49 -13.32 11.92 0.495
H 0.77 -14.00 7.51 0.252
H 0.52 -15.63 10.16 0.484
H 1.84 -15.00 10.55 0.481
H -3.26 -17.34 11.61 0.167
H 6.13 -17.77 8.37 0.163
H -5.14 -12.52 8.97 0.157
H -0.56 -11.85 7.64 0.195
H -1.42 -11.96 9.72 0.370
H -0.82 -16.91 11.83 0.202
H -2.85 -13.81 8.16 0.152
H 4.22 -16.89 12.44 0.348
H 1.03 -12.34 9.66 0.489
H -1.85 -16.43 9.86 0.361
H -0.07 -14.52 12.35 0.222
H 3.52 -18.61 10.75 0.183
H -5.84 -16.37 11.67 0.168
H 6.73 -18.43 11.06 0.212
H -2.36 -15.07 10.55 0.381
H -0.75 -14.87 7.84 0.204
H 5.89 -19.23 7.54 0.190
H -1.81 -14.16 12.61 0.211
H -5.86 -14.68 11.94 0.201
H -1.06 -13.47 10.00 0.367
H -2.93 -16.69 13.28 0.180
H -1.12 -15.17 13.70 0.211
H 6.91 -16.87 11.92 0.220
H 2.53 -14.27 12.61 0.490
H 5.56 -16.44 9.94 0.190
H -2.73 -12.69 6.82 0.171
H 3.47 -17.61 9.34 0.182
H -4.85 -11.78 7.39 0.166
H -4.77 -10.79 8.81 0.188
H -5.36 -15.85 13.26 0.178
H 4.55 -18.04 7.49 0.172
H -0.41 -13.91 6.34 0.206
H 2.34 -12.71 10.33 0.463
H 3.58 -16.02 11.12 0.366
```

Results
highest occupied orbital energy: -8.6 eV
SMILES string: COC[C@H](C)N.COC[C@H](C)N.COC[C@H](C)N.O.O.O
energy above the lowest of the compared OMol25 structures with the same formula, charge and spin: 41.27 kcal per mole
HOMO-LUMO gap: 0.33618 Ha

Copy entry 3 word for word.
# C12H40BNO4

A cluster of 6 separate species, C12H40BNO4 in total in a non-equilibrium geometry (ωB97M-V/def2-TZVPD, the OMol25 dataset).

Geometry as XYZ:
```
58
Properties=species:S:1:pos:R:3:nbo_charge:R:1
O 4.06 3.82 1.05 -0.720
O -0.03 -2.49 3.25 -0.736
O -1.87 -2.91 -4.27 -0.752
O -3.71 2.16 -1.12 -0.716
N 0.16 -0.69 -0.88 -0.854
C 0.95 -2.22 4.19 0.102
C -4.21 -3.22 -4.86 -0.629
C -4.87 1.90 1.00 -0.624
C -3.30 -4.18 -2.75 -0.631
C -3.04 -3.83 -4.17 0.089
C 5.16 4.27 1.74 0.097
C 5.98 5.17 0.84 -0.638
C 0.51 -0.97 4.94 -0.633
C 2.35 -2.07 3.52 -0.625
C 5.87 3.05 2.34 -0.628
C -4.91 2.29 -0.48 0.098
C -5.97 1.59 -1.26 -0.619
B 4.23 -0.63 -2.18 -0.853
H -5.83 1.91 -2.29 0.198
H 3.82 0.22 -1.65 -0.061
H 2.33 -1.25 2.79 0.205
H -4.42 -2.20 -4.52 0.214
H -4.45 0.92 1.20 0.201
H -0.54 -0.93 5.24 0.204
H -0.83 -2.72 3.73 0.469
H 0.05 -1.32 -1.66 0.458
H 5.19 2.38 2.87 0.215
H 6.65 4.59 0.21 0.204
H -5.24 3.33 -0.44 0.140
H 0.59 -0.20 4.17 0.203
H 3.14 -1.78 4.21 0.224
H 2.55 -3.01 3.02 0.223
H 0.98 -3.08 4.87 0.150
H 3.57 -0.85 -3.01 -0.041
H 4.28 -1.49 -1.52 -0.035
H -5.13 -3.80 -4.74 0.215
H -6.95 1.78 -0.81 0.216
H -3.59 -3.36 -2.09 0.207
H -4.19 2.53 1.57 0.217
H 6.60 3.33 3.09 0.207
H -3.97 -3.16 -5.92 0.209
H -4.17 -4.84 -2.69 0.219
H 5.22 -0.41 -2.53 0.000
H -3.83 2.61 -1.97 0.471
H -2.49 -4.77 -2.32 0.219
H 5.44 5.72 0.07 0.226
H -1.55 -2.99 -5.17 0.471
H 4.82 4.84 2.61 0.158
H 6.26 2.51 1.48 0.205
H -5.87 2.00 1.43 0.217
H 1.15 -0.74 5.79 0.215
H -0.52 0.04 -1.00 0.451
H -5.71 0.53 -1.27 0.202
H -2.74 -4.72 -4.72 0.168
H -0.02 -1.24 -0.05 0.447
H 4.36 3.15 0.42 0.468
H 1.13 -0.42 -0.80 0.487
H 6.56 5.85 1.47 0.206
```

Results
highest occupied orbital energy: -7.5 eV
energy above the lowest of the compared OMol25 structures with the same formula, charge and spin: 93.42 kcal per mole
HOMO-LUMO gap: 0.24068 Ha

Question: What is the highest occupied orbital energy in the third record?
Answer: -7.5 eV